# C28H37FN8O5V

A structure of composition C28H37FN8O5V (ωB97M-V/def2-TZVPD, OMol25).

Results
E_HOMO (spin up / spin down) in eV: -10.4 / -13.2
Expectation value of S²: 3.768
E in eV: -80189.35961
Net charge: +2
Kohn-Sham gap (spin up / spin down) in eV: 5.47 / 8.27
Multiplicity: 4

XYZ file:
```
80
Properties=species:S:1:pos:R:3:forces:R:3:mulliken_spin:R:1
V -0.543638 -1.218638 -2.560450 0.786 1.116 -0.571 2.864
C -3.807951 0.662429 4.002011 0.126 -0.108 -0.024 0.001
C -2.950474 -0.592858 3.870981 -0.245 0.279 0.126 -0.002
N -2.138702 -0.585506 2.648595 -0.214 -0.127 -0.149 0.017
C -2.670962 -1.118949 1.530485 0.147 0.056 0.193 0.024
C -2.030382 -1.207688 0.331397 0.181 0.016 -0.263 0.026
C -2.828662 -1.794953 -0.820346 -0.142 -0.099 0.006 0.001
O -3.937014 -2.239453 -0.583842 0.102 0.054 0.002 0.024
O -2.262244 -1.736266 -1.974574 -1.778 -0.379 0.747 0.024
C -0.679612 -0.767811 0.225005 -0.210 -0.180 0.175 -0.034
O 0.046056 -0.919684 -0.803375 0.590 0.777 2.628 -0.059
C -0.142368 -0.103185 1.401344 -0.018 -0.010 0.163 -0.005
C 1.137259 0.452181 1.373527 0.027 0.030 0.112 0.009
C 1.666287 1.067331 2.475256 0.009 -0.119 -0.291 0.001
F 2.925398 1.544116 2.363575 0.013 0.057 0.145 0.000
C 0.949491 1.193903 3.677249 -0.280 -0.075 -0.019 0.007
C -0.337838 0.666415 3.686355 0.089 0.062 0.214 -0.004
C -0.887519 -0.007863 2.593019 0.285 -0.009 -0.225 0.002
N 1.434907 1.841984 4.834601 0.066 0.089 0.051 0.002
C 1.223370 1.215894 6.134520 0.143 0.031 -0.028 0.001
C 0.890559 2.312362 7.154597 -0.168 -0.436 0.011 0.000
N 1.592034 3.572935 6.738597 0.022 0.117 0.034 0.000
C 2.929321 3.250481 6.155652 0.269 -0.146 -0.228 0.000
C 2.710738 2.563653 4.802258 -0.106 -0.037 -0.086 0.001
H -4.408348 0.606183 4.909282 -0.005 0.023 -0.007 0.000
H -4.482479 0.745954 3.150219 -0.018 0.023 0.017 0.000
H -3.195756 1.564660 4.040853 -0.013 0.010 0.004 0.000
H -3.590871 -1.471073 3.829790 0.068 -0.054 -0.033 0.000
H -2.295004 -0.718734 4.730992 0.027 -0.088 -0.040 0.000
H -3.676478 -1.517669 1.598384 0.003 -0.007 0.012 0.001
H 1.729350 0.363749 0.472414 0.024 0.007 0.016 0.005
H -0.943352 0.800303 4.570328 0.027 0.027 0.007 0.000
H 2.115917 0.659205 6.445194 -0.020 -0.001 0.007 0.000
H 0.409397 0.501535 6.099616 -0.027 -0.012 0.005 0.000
H 1.230325 2.037249 8.151473 0.052 0.112 0.009 0.000
H -0.177423 2.516060 7.193510 0.021 0.118 -0.031 0.000
H 1.672579 4.215263 7.526515 0.007 0.020 0.019 0.000
H 1.036221 4.036302 6.017952 -0.053 0.010 0.011 0.000
H 3.442885 2.602971 6.863325 -0.066 0.033 0.077 0.000
H 3.517525 4.156843 6.036081 -0.096 0.071 0.063 0.000
H 3.568716 1.915907 4.605116 0.013 0.016 0.049 0.000
H 2.667112 3.308882 4.009855 0.038 0.007 -0.006 0.000
C -1.724787 0.565603 -7.417977 0.061 -0.047 -0.107 0.008
N -2.202010 0.594110 -6.036274 -0.148 0.127 0.081 0.010
C -3.530351 1.166977 -5.804052 -0.123 0.023 -0.036 0.009
C -1.694050 -0.197177 -5.128509 0.074 -0.482 -0.220 0.160
N -1.241717 -0.900784 -4.319147 -1.161 0.990 -2.312 -0.182
H -1.703318 1.583367 -7.805793 0.031 -0.006 0.030 0.001
H -2.388984 -0.033032 -8.044679 0.002 -0.022 0.048 0.000
H -0.724414 0.142947 -7.456109 0.005 0.016 0.018 -0.002
H -3.547808 2.182660 -6.198343 0.017 -0.011 0.033 0.001
H -3.741123 1.188642 -4.737781 0.016 0.003 -0.006 -0.003
H -4.304599 0.582255 -6.304962 0.046 -0.030 0.001 0.001
N 4.255842 -3.965385 -2.417474 0.056 0.031 0.070 -0.001
C 3.359783 -4.979685 -2.519673 -0.049 0.062 0.002 -0.002
O 3.683540 -6.145430 -2.462516 -0.015 0.046 0.015 -0.002
C 1.912012 -4.597927 -2.709962 -0.045 -0.187 -0.001 -0.011
C 1.025167 -5.633463 -2.997777 0.003 0.144 0.004 0.041
C -0.309527 -5.336751 -3.207879 0.087 -0.031 -0.018 -0.016
C -0.724497 -4.020958 -3.122517 -0.028 -0.203 0.034 0.097
N 0.115415 -3.023394 -2.807830 0.800 -1.848 -0.290 -0.121
C 1.409812 -3.314203 -2.606731 0.089 -0.201 -0.047 0.096
H 5.228019 -4.215579 -2.352508 0.009 -0.013 0.001 0.000
H 4.019231 -3.004172 -2.570046 -0.018 -0.011 -0.067 0.000
H 1.412707 -6.641726 -3.048504 -0.016 -0.013 -0.019 0.001
H -1.025685 -6.113346 -3.434548 -0.013 0.021 -0.025 -0.001
H -1.757092 -3.743020 -3.282659 -0.001 0.054 0.030 0.004
H 2.032366 -2.466211 -2.352934 -0.001 0.000 0.010 0.003
C -0.297595 2.096943 -2.565471 0.157 -0.059 0.188 0.028
N 0.955397 2.001290 -3.295737 -0.083 -0.133 -0.038 0.012
C 1.672850 3.246983 -3.550335 0.156 0.026 -0.050 0.000
C 1.562561 0.839247 -3.556202 0.206 -0.011 -0.143 0.011
O 1.186946 -0.297438 -3.260628 0.380 0.537 -0.054 -0.035
H -0.841490 2.973475 -2.910477 -0.016 -0.004 -0.003 0.001
H -0.124940 2.184970 -1.489788 -0.023 0.011 0.002 0.001
H -0.919777 1.226631 -2.750640 -0.057 -0.054 -0.084 -0.020
H 0.961190 4.056511 -3.689052 -0.035 -0.025 -0.030 0.000
H 2.267505 3.159571 -4.457663 0.007 -0.021 0.019 0.000
H 2.336414 3.500094 -2.720997 -0.065 0.035 0.015 0.000
H 2.498638 0.962983 -4.113162 0.020 0.017 0.046 0.000
```
Positions in Å, forces in eV/Å.

=====

# C28H38AsN4OS2SiSn

A structure of composition C28H38AsN4OS2SiSn (ωB97M-V/def2-TZVPD, OMol25).

Results
E_HOMO in eV: -10.5
E in eV: -133874.77129
Net charge: +1
Kohn-Sham gap in eV: 6.75
Multiplicity: 1

XYZ file:
```
76
Properties=species:S:1:pos:R:3:forces:R:3:mulliken_charge:R:1
Sn -0.171018 -0.347531 -0.289584 -0.739 -1.279 -0.107 0.858
C -1.553261 -2.763666 2.521252 0.010 0.185 -0.037 -1.535
C -0.325674 -2.699875 1.676051 -0.110 0.127 -0.079 0.316
N -0.464277 -2.865546 0.386879 0.033 -0.089 0.289 -0.522
N 0.645860 -3.405305 -0.220555 0.165 -0.148 -0.100 -0.303
C 0.944348 -3.081598 -1.415897 0.234 0.104 0.132 0.583
S 0.353132 -1.662528 -2.248380 -0.334 -0.083 -0.291 -0.528
S 2.110138 -3.999463 -2.355090 0.062 0.135 0.078 -0.133
C 2.999288 -4.925259 -1.054437 -0.034 -0.038 -0.045 -0.731
C 4.417961 -4.445802 -0.910931 -0.038 0.046 -0.063 0.347
C 5.484141 -5.277424 -1.223929 0.021 -0.022 0.023 -0.501
C 6.792685 -4.823526 -1.100479 -0.019 -0.007 -0.006 -0.594
C 7.041233 -3.531030 -0.668504 -0.015 0.005 0.019 -0.473
C 5.976974 -2.692387 -0.353447 0.008 -0.010 -0.011 -0.779
C 4.675583 -3.147032 -0.477172 -0.021 0.017 0.028 0.494
C 0.972519 -2.457232 2.303506 0.042 -0.015 -0.078 0.864
C 1.348027 -3.081021 3.500036 0.041 -0.052 -0.086 -0.942
C 2.583731 -2.851731 4.065376 0.061 0.106 -0.026 -0.934
C 3.450307 -1.938584 3.460800 -0.043 -0.111 0.161 -0.579
C 3.070224 -1.248747 2.330335 -0.075 0.023 -0.143 -0.729
C 1.835488 -1.500951 1.725651 -0.056 -0.079 0.307 1.073
O 1.542727 -0.796961 0.618668 0.128 0.489 0.080 -0.124
H -2.432673 -2.978980 1.918965 -0.011 0.037 -0.007 0.294
H -1.694301 -1.847410 3.092548 0.043 -0.085 0.089 0.191
H -1.426425 -3.558087 3.261227 -0.009 -0.059 -0.074 0.524
H 2.957432 -5.977403 -1.326656 0.020 -0.020 0.020 0.546
H 2.424303 -4.776675 -0.143033 -0.008 -0.067 0.025 0.217
H 5.293625 -6.288986 -1.565265 0.005 0.028 0.003 0.356
H 7.615861 -5.481516 -1.347920 -0.015 0.012 0.001 0.382
H 8.058976 -3.174239 -0.579600 -0.005 -0.004 0.006 0.380
H 6.167698 -1.679762 -0.018356 -0.003 -0.020 0.000 0.412
H 3.843538 -2.488383 -0.246821 0.016 -0.018 -0.013 0.134
H 0.674018 -3.798329 3.951693 0.025 -0.004 -0.001 0.375
H 2.881788 -3.375789 4.963086 -0.011 0.005 -0.021 0.440
H 4.430262 -1.764153 3.886517 -0.022 0.014 0.001 0.481
H 3.730184 -0.530317 1.860443 -0.017 0.009 0.039 0.555
C 2.646366 1.811630 -1.541064 -0.025 0.032 -0.023 -1.223
C 1.263110 2.070095 -2.054272 -0.086 -0.121 0.075 0.503
C 0.974144 2.927624 -3.088308 -0.070 0.021 -0.092 -0.771
C -0.354952 3.064932 -3.510163 0.082 0.020 -0.015 -0.487
C -1.379332 2.358460 -2.922828 -0.043 -0.034 0.128 -0.786
C -1.049906 1.468483 -1.889285 -0.136 0.224 0.021 0.545
N 0.248309 1.382371 -1.488321 0.225 0.312 0.304 0.030
N -1.842726 0.629395 -1.175271 -0.031 -0.090 -0.413 -0.204
Si -3.381447 -0.087785 -1.717208 0.072 0.016 -0.060 0.016
C -4.758104 1.165533 -1.608762 -0.012 0.113 -0.024 -1.121
C -3.711311 -1.508222 -0.561238 0.055 0.000 0.166 -0.785
C -3.206767 -0.701374 -3.460290 0.086 0.023 -0.106 -1.020
H 3.177428 2.748689 -1.378352 -0.005 0.000 -0.023 0.443
H 3.209091 1.230603 -2.273942 -0.012 -0.007 0.004 0.315
H 2.624576 1.248055 -0.609898 -0.018 -0.005 0.001 0.001
H 1.772727 3.470485 -3.572987 -0.027 0.030 0.017 0.487
H -0.582063 3.739101 -4.326702 0.005 0.022 0.035 0.458
H -2.410184 2.485624 -3.221940 0.041 -0.044 -0.062 0.496
H -4.685495 1.805511 -0.727129 -0.041 -0.041 0.008 0.329
H -5.717818 0.643170 -1.560506 0.023 0.032 -0.021 0.376
H -4.788565 1.816249 -2.486399 0.001 -0.015 0.036 0.348
H -4.089038 -1.172679 0.408531 0.008 -0.022 -0.005 0.167
H -2.822893 -2.123224 -0.393567 -0.017 -0.031 -0.044 0.089
H -4.476315 -2.156530 -0.997582 0.019 0.046 0.014 0.578
H -3.023901 0.113436 -4.165393 -0.018 -0.031 0.006 0.346
H -4.119928 -1.212265 -3.776452 0.017 0.022 0.008 0.421
H -2.375971 -1.405551 -3.543678 -0.048 -0.017 0.003 0.258
C -3.380641 0.229291 3.052376 -0.109 -0.209 -0.120 -1.345
As -1.764120 0.552749 2.025913 0.731 0.778 -0.045 0.789
C -0.528769 1.077212 3.440382 0.004 -0.133 0.088 -1.203
C -2.186847 2.322594 1.335397 -0.047 0.001 0.002 -0.848
H -3.567638 1.126767 3.640628 0.032 0.001 -0.004 0.469
H -3.257789 -0.627334 3.708850 -0.022 0.030 0.035 0.498
H -4.222213 0.049287 2.387174 -0.002 0.014 -0.014 0.377
H -0.499836 0.317779 4.221238 0.029 -0.027 -0.030 0.377
H -0.850024 2.023533 3.873591 -0.035 -0.023 0.009 0.486
H 0.475119 1.189937 3.033194 -0.001 -0.010 -0.021 0.311
H -2.424490 2.985171 2.167160 0.028 -0.014 0.013 0.593
H -3.035291 2.259349 0.660347 0.002 0.000 -0.001 -0.009
H -1.338894 2.720675 0.778940 0.013 0.005 0.034 0.283
```
Positions in Å, forces in eV/Å.

=====

# C28H38BCrF4N6P

A structure of composition C28H38BCrF4N6P (ωB97M-V/def2-TZVPD, OMol25).

Results
E_HOMO (spin up / spin down) in eV: -9.6 / -9.6
Expectation value of S²: 3.858
E in eV: -87850.79115
Net charge: +1
Kohn-Sham gap (spin up / spin down) in eV: 5.49 / 5.30
Multiplicity: 4

XYZ file:
```
79
Properties=species:S:1:pos:R:3:forces:R:3:mulliken_spin:R:1
Cr 0.427464 -1.246860 0.299054 1.775 -0.728 -0.642 3.214
C -3.393971 -0.310358 -1.054459 -1.524 0.235 0.827 -0.012
C -4.109359 -0.162990 0.168069 0.548 -0.398 -2.183 0.018
C -3.426579 -0.207539 1.351811 0.355 -0.528 -0.516 0.003
C -2.085039 -0.494604 1.288099 0.746 0.289 1.222 0.002
N -1.433588 -0.664620 0.150765 0.384 0.104 0.113 -0.148
C -2.052685 -0.542683 -0.999804 -0.102 0.174 -1.342 0.034
C -1.190338 -0.554341 2.472062 0.419 -0.654 0.014 0.082
C -1.552168 -0.210870 3.737650 0.646 0.593 2.160 0.001
C -0.563678 -0.170406 4.750348 -0.192 -0.354 -0.952 0.017
C 0.755716 -0.541963 4.439061 -2.116 0.846 0.524 -0.006
C 1.049362 -0.919614 3.165642 -1.494 -0.037 -0.598 0.031
N 0.082939 -0.960028 2.241158 -0.558 0.350 -0.560 -0.128
H -3.908727 -0.285643 -2.014592 0.160 0.113 0.329 0.000
H -5.174459 -0.094498 0.095993 -0.434 0.289 0.275 0.000
H -3.905217 -0.167694 2.285673 -0.608 0.274 0.986 0.000
H -1.459798 -0.633252 -1.901682 0.063 -0.074 0.056 -0.003
H -2.529250 0.111018 4.053564 -0.324 0.002 -0.442 0.000
H -0.856914 0.176975 5.749615 0.324 -0.262 -0.465 0.000
H 1.456465 -0.424237 5.197635 1.441 -0.107 0.959 0.000
H 1.993755 -1.194647 2.793179 1.162 -0.241 -0.050 0.004
C 4.930700 -1.871082 -1.330578 0.939 -1.454 0.030 -0.001
C 4.008661 -2.417740 -0.314109 -0.430 0.082 -0.415 0.013
C 4.370342 -2.702230 0.961366 0.363 -0.232 1.104 -0.038
C 3.455322 -3.247223 1.874871 -0.258 0.129 0.432 0.011
C 3.889505 -3.473971 3.324270 -0.105 -0.694 -0.297 -0.002
C 2.149877 -3.477627 1.475174 0.074 -0.057 0.203 -0.020
C 1.721070 -3.161653 0.141069 0.396 0.684 1.269 0.049
C 2.679021 -2.616192 -0.695670 -0.034 -0.235 -1.210 -0.080
N 0.369043 -3.026953 -0.255538 -0.052 -0.514 0.478 -0.128
C -0.497200 -4.225444 -0.120432 1.040 0.009 0.849 0.064
C 0.195342 -5.316549 -0.979919 -1.033 0.456 -0.642 -0.009
C -0.673046 -4.762407 1.319304 0.371 -0.550 0.147 -0.006
C -1.854290 -3.789512 -0.588368 -0.958 -0.934 -0.506 0.009
H 5.941341 -1.706957 -0.965346 -0.167 0.651 0.245 0.000
H 4.446659 -1.057424 -1.790550 -0.027 1.368 -0.629 0.001
H 5.100500 -2.629297 -2.092476 -0.249 -0.138 -0.304 0.002
H 5.380831 -2.491624 1.305093 -0.063 -0.065 -0.112 0.000
H 3.875364 -2.523914 3.903401 0.016 -0.644 -0.297 0.002
H 4.931877 -3.852794 3.278323 -0.592 0.248 0.401 0.001
H 3.244056 -4.254604 3.825216 0.703 0.960 -0.450 0.000
H 1.488625 -3.865674 2.249527 -0.055 0.217 -0.475 -0.010
H 2.415825 -2.437244 -1.750452 -0.057 0.120 0.631 0.014
H 1.169555 -5.604790 -0.595809 0.066 0.160 0.155 -0.001
H 0.310227 -4.900906 -1.993541 0.111 -0.300 0.232 0.000
H -0.415993 -6.222794 -1.053768 0.004 0.183 0.084 -0.002
H 0.227279 -5.242452 1.768258 -0.562 0.565 -0.471 0.001
H -1.381491 -5.596671 1.238003 -0.151 0.326 0.195 0.001
H -1.070609 -3.984105 1.995172 0.134 -0.359 -0.183 0.002
H -2.483719 -4.692449 -0.676442 0.060 0.400 -0.020 0.000
H -1.784486 -3.345855 -1.583833 -0.133 0.156 0.122 -0.005
H -2.362383 -3.122905 0.134338 0.376 -0.207 -0.400 0.005
F 0.722652 1.835002 -0.446494 0.238 0.104 0.374 0.003
B 1.739641 0.924839 -0.642901 0.535 0.919 -0.612 -0.019
F 1.196103 -0.064364 -1.529739 -0.192 -0.769 0.271 0.020
F 1.986932 0.215376 0.609529 -0.542 -0.368 0.088 0.017
F 2.934158 1.401170 -1.092046 -0.407 0.013 0.015 0.001
C -0.288066 6.115001 -1.186100 0.620 -0.225 0.866 0.000
N -1.657127 5.847056 -0.736022 -0.982 0.500 -0.952 0.000
C -2.585814 6.406638 -1.766201 0.440 0.356 0.476 0.000
N -2.325394 5.942711 -3.113202 -0.215 -0.570 -0.399 0.000
C -0.922189 6.199134 -3.460356 -0.431 0.519 0.727 0.000
N 0.026983 5.646966 -2.509211 -0.143 0.871 -0.968 0.000
C 0.073301 4.223245 -2.586860 -0.710 -1.155 0.561 0.000
P -1.617937 3.407903 -2.170974 0.005 0.355 -0.209 0.000
C -1.939631 4.424664 -0.632075 0.750 -1.064 1.317 0.000
C -2.664021 4.526388 -3.287314 0.538 -0.163 0.320 0.000
H 0.401160 5.524576 -0.590035 -0.004 0.176 0.793 0.000
H -0.028296 7.188548 -1.031532 -0.428 -0.656 -0.417 0.000
H -2.452970 7.490746 -1.771915 -0.029 0.034 0.096 0.000
H -3.623203 6.187066 -1.484115 0.242 -0.037 -0.035 0.000
H -0.808290 7.278621 -3.385165 0.119 0.193 -0.458 0.000
H -0.719544 5.824325 -4.456105 0.055 0.071 -0.233 0.000
H 0.832935 3.825313 -1.894046 -0.275 0.046 -0.309 0.000
H 0.311474 3.914808 -3.600115 0.227 -0.068 -0.160 0.000
H -1.275118 4.004777 0.175263 -0.469 0.261 -0.654 0.000
H -2.973255 4.241866 -0.257363 0.498 0.309 -0.392 0.000
H -3.724466 4.346361 -3.105343 -0.057 0.130 0.276 0.000
H -2.521753 4.241160 -4.324959 0.223 0.003 -0.258 0.000
```
Positions in Å, forces in eV/Å.